1.
The following is a DFT calculation (the ωB97M-V functional and the def2-TZVPD basis) of an isolated ion of composition C4H5N2S and charge -1 in a non-equilibrium geometry.

Values from the calculation:
Energy relative to the best compared isomer or geometry (same formula, charge and spin) ... 103.44 kcal per mole
Total energy ... -662.98547 hartree

Geometry as ORCA input:
```
! wB97M-V def2-TZVPD RIJCOSX def2/J DEFGRID3
* xyz -1 1
C -2.157 1.169 1.388
C -0.892 1.076 0.934
C -3.024 0.137 1.397
C -0.360 -0.459 -1.008
N -0.644 -0.204 0.264
N -0.223 -1.730 -1.299
S -3.673 -0.958 0.388
H -2.337 2.143 1.947
H -0.011 1.399 1.528
H -1.147 -0.900 0.866
H -0.080 -2.082 -2.236
H -0.421 -2.604 -0.766
*
```

2.
The following is a DFT calculation (the ωB97M-V functional and the def2-TZVPD basis) of a 2-piece molecular cluster, C3H12N2O2 overall in a non-equilibrium geometry.

Values from the calculation:
Energy relative to the best compared isomer or geometry (same formula, charge and spin) ... 40.77 kcal per mole
Total energy ... -381.14774 hartree

Geometry as ORCA input:
```
! wB97M-V def2-TZVPD RIJCOSX def2/J DEFGRID3
* xyz 1 2
N -0.756 -0.218 1.182
C -1.016 0.594 0.079
C -0.023 0.424 -1.115
O 0.215 -0.956 -1.349
C -0.974 2.112 0.522
N -0.245 2.321 1.736
H 0.188 -0.139 1.580
H -0.983 -1.197 0.999
H -2.033 0.292 -0.213
H 0.937 0.827 -0.791
H -0.364 0.875 -2.032
H -0.477 -1.265 -1.950
H -2.017 2.437 0.648
H -0.478 2.675 -0.259
H -0.836 2.266 2.571
H 0.197 3.248 1.732
H 1.539 -3.050 -1.002
H 2.575 -3.729 -0.182
O 2.314 -3.617 -1.104
*
```

3.
The following is a DFT calculation (the ωB97M-V functional and the def2-TZVPD basis) of an isolated ion of composition C3H11N4 and charge +1 in a non-equilibrium geometry.

Values from the calculation:
Energy relative to the best compared isomer or geometry (same formula, charge and spin) ... 80.28 kcal per mole
Total energy ... -339.59174 hartree

Geometry as ORCA input:
```
! wB97M-V def2-TZVPD RIJCOSX def2/J DEFGRID3
* xyz 1 1
C -1.089 0.162 -0.776
C 0.536 -1.297 0.416
C 0.973 0.054 -0.112
N -1.746 1.177 -0.176
N -0.948 -1.095 0.508
N 1.835 0.182 -1.141
N 0.955 1.078 0.770
H -1.568 -0.348 -1.568
H 0.884 -2.152 -0.253
H 0.909 -1.571 1.350
H -2.808 1.156 -0.325
H -1.134 -0.627 1.402
H -1.558 -1.941 0.385
H 2.211 1.168 -1.287
H 1.476 -0.260 -2.101
H -1.285 1.784 0.482
H 0.693 0.661 1.704
H 1.666 1.870 0.724
*
```

4.
The following is a DFT calculation (the ωB97M-V functional and the def2-TZVPD basis) of a 2-piece molecular cluster, C2H9N2O overall in a non-equilibrium geometry.

Values from the calculation:
Energy relative to the best compared isomer or geometry (same formula, charge and spin) ... 66.30 kcal per mole
Total energy ... -266.04603 hartree

Geometry as ORCA input:
```
! wB97M-V def2-TZVPD RIJCOSX def2/J DEFGRID3
* xyz 1 1
C -1.130 0.497 0.129
C -0.769 -0.567 -0.538
N 0.574 -1.250 -0.461
N -2.331 0.905 0.594
H -0.283 0.989 0.505
H -1.310 -0.784 -1.458
H 0.601 -2.043 0.188
H 1.414 -0.521 -0.157
H 0.918 -1.546 -1.447
H -3.225 0.528 0.354
H -2.522 1.845 0.791
H 2.363 1.248 0.733
H 3.190 0.092 0.691
O 2.510 0.606 0.076
*
```

5.
The following is a DFT calculation (the ωB97M-V functional and the def2-TZVPD basis) of a 2-piece molecular cluster, C3H8N2O2 overall in a non-equilibrium geometry.

Values from the calculation:
Energy relative to the best compared isomer or geometry (same formula, charge and spin) ... 19.02 kcal per mole
Total energy ... -379.11070 hartree
SMILES ... NC(N)=O.CC=O

Geometry as ORCA input:
```
! wB97M-V def2-TZVPD RIJCOSX def2/J DEFGRID3
* xyz 0 1
N 0.514 -1.094 2.196
C 0.637 0.136 1.558
N -0.405 1.056 2.006
O 1.578 0.402 0.787
H 1.169 -1.827 2.106
H -0.188 -1.171 2.983
H -0.385 1.866 1.420
H -1.292 0.581 1.866
O -1.104 -1.076 -0.925
C -0.126 -0.667 -1.556
C -0.304 0.483 -2.580
H 0.918 -0.969 -1.298
H -1.357 0.638 -2.774
H 0.195 0.203 -3.535
H 0.151 1.439 -2.255
*
```

6.
The following is a DFT calculation (the ωB97M-V functional and the def2-TZVPD basis) of a 3-piece molecular cluster, C14H34N2O5P overall in a non-equilibrium geometry.

Values from the calculation:
Energy relative to the best compared isomer or geometry (same formula, charge and spin) ... 3.84 kcal per mole
Total energy ... -1380.88412 hartree

Geometry as ORCA input:
```
! wB97M-V def2-TZVPD RIJCOSX def2/J DEFGRID3
* xyz -1 1
C -0.697 2.899 0.593
O 0.074 1.731 0.773
C 0.234 0.943 -0.399
C -0.489 -0.385 -0.329
C -1.985 -0.179 -0.183
C -2.771 -1.448 0.104
C -4.224 -1.410 -0.369
P -5.322 -0.055 0.364
O -5.633 0.584 -1.267
C -6.307 1.821 -1.226
C -7.157 1.792 0.041
O -6.425 1.199 1.028
H -0.395 3.457 -0.293
H -0.568 3.513 1.475
H -1.762 2.689 0.498
H -0.115 1.487 -1.273
H 1.306 0.779 -0.542
H -0.079 -1.005 0.462
H -0.317 -0.853 -1.298
H -2.410 0.297 -1.064
H -2.162 0.503 0.635
H -2.281 -2.293 -0.389
H -2.764 -1.691 1.163
H -4.680 -2.353 -0.065
H -4.286 -1.392 -1.451
H -4.270 0.952 0.441
H -5.036 -0.441 1.731
H -6.486 -0.917 0.299
H -6.898 1.891 -2.137
H -5.560 2.619 -1.166
H -7.482 2.815 0.264
H -8.062 1.217 -0.219
C 3.067 1.529 1.894
C 3.829 0.351 2.447
O 3.303 -0.500 3.151
N 5.138 0.231 2.097
C 5.932 1.100 1.245
H 2.036 1.474 2.223
H 3.503 2.466 2.246
H 3.083 1.513 0.804
H 5.579 -0.592 2.476
H 6.268 0.529 0.383
H 6.802 1.470 1.794
H 5.348 1.944 0.895
C 5.185 -2.417 -2.711
C 4.765 -1.547 -1.551
O 5.187 -0.408 -1.405
N 3.886 -2.067 -0.659
C 3.266 -3.379 -0.661
H 5.881 -1.858 -3.327
H 5.677 -3.323 -2.355
H 4.321 -2.693 -3.317
H 3.650 -1.435 0.093
H 2.181 -3.276 -0.705
H 3.526 -3.915 0.252
H 3.596 -3.961 -1.515
*
```

7.
The following is a DFT calculation (the ωB97M-V functional and the def2-TZVPD basis) of an isolated ion of composition C5H5N2O and charge +1 in a non-equilibrium geometry.

Values from the calculation:
Energy relative to the best compared isomer or geometry (same formula, charge and spin) ... 0.00 kcal per mole
Total energy ... -377.97182 hartree
SMILES ... CC1=[NH+]C(=C=O)N=C1

Geometry as ORCA input:
```
! wB97M-V def2-TZVPD RIJCOSX def2/J DEFGRID3
* xyz 1 1
C 0.352 0.607 1.246
C 0.591 -0.205 0.104
C -1.507 0.512 0.092
C -2.760 0.927 -0.298
C 1.798 -0.931 -0.248
N -0.881 1.038 1.201
N -0.547 -0.179 -0.614
O -3.802 1.234 -0.589
H 1.170 0.898 1.893
H 2.594 -0.297 -0.001
H 1.947 -1.984 0.101
H 1.867 -0.984 -1.365
H -0.825 -0.637 -1.523
*
```

8.
The following is a DFT calculation (the ωB97M-V functional and the def2-TZVPD basis) of C44H52FN5O2S2Sn as an isolated structure.

Values from the calculation:
Energy relative to the best compared isomer or geometry (same formula, charge and spin) ... 11.88 kcal per mole
Total energy ... -3242.62597 hartree

Geometry as ORCA input:
```
! wB97M-V def2-TZVPD RIJCOSX def2/J DEFGRID3
* xyz 0 1
Sn 0.138 0.704 -0.144
C -3.646 -0.482 -2.973
C -3.368 -0.616 -1.491
C -2.664 -1.717 -0.982
C -2.270 -2.830 -1.936
C -2.369 -1.765 0.389
C -1.610 -2.907 1.019
C -2.792 -0.732 1.237
C -2.404 -0.743 2.705
C -3.592 0.306 0.741
C -4.188 1.329 1.687
C -3.861 0.371 -0.630
C -4.726 1.471 -1.208
H -4.721 -0.443 -3.173
H -3.228 -1.301 -3.552
H -3.214 0.448 -3.360
H -1.582 -2.470 -2.703
H -3.153 -3.230 -2.441
H -1.768 -3.657 -1.445
H -2.147 -3.287 1.892
H -0.624 -2.565 1.347
H -1.447 -3.741 0.346
H -3.217 -1.121 3.334
H -2.155 0.266 3.039
H -1.527 -1.359 2.887
H -5.220 1.554 1.421
H -3.620 2.266 1.669
H -4.196 0.966 2.712
H -4.914 2.265 -0.491
H -5.695 1.074 -1.531
H -4.258 1.916 -2.089
C 3.440 -4.212 2.055
C 1.977 -3.772 1.874
C 1.096 -4.737 2.685
C 1.623 -3.718 0.385
C 1.450 -4.938 -0.260
C 1.171 -5.027 -1.617
C 1.146 -3.864 -2.362
C 1.345 -2.619 -1.770
C 1.519 -1.417 -2.683
C 0.279 -1.121 -3.535
C 2.755 -1.616 -3.572
C 1.512 -2.510 -0.371
N 1.481 -1.237 0.250
C 2.557 -0.835 1.030
C 3.904 -1.151 0.775
C 4.937 -0.657 1.561
C 4.674 0.180 2.640
C 3.353 0.516 2.920
C 2.355 0.010 2.125
F 1.059 0.341 2.404
H 3.705 -4.238 3.118
H 4.130 -3.539 1.550
H 3.578 -5.215 1.642
H 1.861 -2.779 2.298
H 1.394 -5.776 2.517
H 0.042 -4.643 2.435
H 1.216 -4.536 3.754
H 1.526 -5.853 0.322
H 1.012 -5.992 -2.086
H 0.986 -3.922 -3.436
H 1.710 -0.558 -2.046
H -0.009 -1.997 -4.127
H 0.471 -0.299 -4.227
H -0.575 -0.843 -2.906
H 2.621 -2.472 -4.242
H 3.642 -1.813 -2.962
H 2.943 -0.732 -4.187
H 4.118 -1.801 -0.070
H 5.963 -0.925 1.324
H 5.478 0.570 3.250
H 3.097 1.163 3.751
C 4.041 1.163 -1.354
C 3.070 1.704 -2.351
N 1.806 1.905 -2.132
C 1.155 2.422 -3.236
C 1.941 2.584 -4.329
S 3.543 2.109 -3.969
C -0.231 2.891 -3.078
C -1.060 3.342 -4.054
S -2.471 4.010 -3.354
C -1.874 3.627 -1.770
N -0.719 3.038 -1.792
C -2.592 4.044 -0.524
H 3.628 1.267 -0.350
H 4.994 1.691 -1.411
H 4.229 0.102 -1.539
H 1.674 2.982 -5.300
H -0.916 3.336 -5.126
H -3.658 4.184 -0.701
H -2.430 3.299 0.258
H -2.177 4.993 -0.175
O 1.566 2.209 0.713
N 1.203 3.046 1.602
N -0.018 2.963 1.925
O -0.852 2.087 1.413
C -0.525 3.879 2.920
C -1.633 3.493 3.655
C -2.143 4.357 4.612
C -1.555 5.597 4.823
C -0.452 5.974 4.067
C 0.069 5.119 3.110
H -2.078 2.522 3.473
H -3.007 4.058 5.195
H -1.958 6.269 5.571
H -0.002 6.949 4.217
H 0.926 5.399 2.511
*
```

9.
The following is a DFT calculation (the ωB97M-V functional and the def2-TZVPD basis) of a 2-piece molecular cluster, C3IO2 overall in a non-equilibrium geometry.

Values from the calculation:
Energy relative to the best compared isomer or geometry (same formula, charge and spin) ... 1.91 kcal per mole
Total energy ... -562.54463 hartree

Geometry as ORCA input:
```
! wB97M-V def2-TZVPD RIJCOSX def2/J DEFGRID3
* xyz -1 1
C 0.418 0.516 -1.058
C -0.126 0.092 0.034
C -0.416 -0.599 1.049
O 0.835 1.282 -1.833
O -0.735 -1.091 2.068
I 1.022 -1.932 -2.944
*
```

10.
The following is a DFT calculation (the ωB97M-V functional and the def2-TZVPD basis) of an isolated ion of composition C4H9N2O and charge +1 in a non-equilibrium geometry.

Values from the calculation:
Energy relative to the best compared isomer or geometry (same formula, charge and spin) ... 73.92 kcal per mole
Total energy ... -342.23948 hartree
SMILES ... CNCC=[N+]=CO

Geometry as ORCA input:
```
! wB97M-V def2-TZVPD RIJCOSX def2/J DEFGRID3
* xyz 1 1
C -0.128 -1.308 1.102
C 1.037 -0.671 0.517
C -1.830 -0.072 0.097
C 0.996 0.858 -1.470
N -1.269 -0.920 0.928
N 0.529 0.509 -0.121
O -2.640 0.803 0.566
H -0.018 -2.183 1.751
H 1.872 -0.551 1.258
H 1.513 -1.337 -0.217
H -1.543 -0.225 -0.930
H 1.161 -0.022 -2.054
H 0.162 1.405 -1.846
H 1.898 1.553 -1.527
H 0.742 1.336 0.467
H -2.481 0.824 1.477
*
```

11.
The following is a DFT calculation (the ωB97M-V functional and the def2-TZVPD basis) of a 2-piece molecular cluster, C4H11NSi overall in a non-equilibrium geometry.

Values from the calculation:
Energy relative to the best compared isomer or geometry (same formula, charge and spin) ... 66.26 kcal per mole
Total energy ... -503.16448 hartree
SMILES ... [H]/N=[Si](\C)C=C.C

Geometry as ORCA input:
```
! wB97M-V def2-TZVPD RIJCOSX def2/J DEFGRID3
* xyz 0 1
C 0.453 -1.868 -0.164
C -0.424 -1.574 0.782
C -1.843 0.599 2.599
C 1.132 0.859 -2.926
N 0.814 1.034 0.633
Si -0.529 0.316 1.275
H 0.567 -2.914 -0.494
H 1.204 -1.018 -0.422
H -1.045 -2.350 1.203
H -2.538 1.430 2.575
H -2.299 -0.413 2.863
H -1.366 0.809 3.540
H 1.082 1.431 -2.056
H 0.658 -0.132 -2.787
H 2.214 0.578 -3.102
H 0.752 1.277 -3.992
H 1.169 1.935 0.472
*
```

12.
The following is a DFT calculation (the ωB97M-V functional and the def2-TZVPD basis) of C8H24NaO8 as an isolated structure in a non-equilibrium geometry.

Values from the calculation:
Energy relative to the best compared isomer or geometry (same formula, charge and spin) ... 36.81 kcal per mole
Total energy ... -1083.18058 hartree

Geometry as ORCA input:
```
! wB97M-V def2-TZVPD RIJCOSX def2/J DEFGRID3
* xyz 1 1
Na 17.305 -7.247 8.634
C 20.463 -5.248 8.896
C 20.881 -6.580 9.486
O 20.601 -6.630 10.836
O 19.162 -5.285 8.572
H 21.030 -5.118 7.974
H 20.761 -4.365 9.461
H 21.970 -6.595 9.442
H 20.613 -7.538 9.042
H 19.659 -6.455 10.893
H 18.794 -4.530 9.036
C 17.178 -6.497 5.364
C 16.604 -5.184 5.778
O 16.254 -5.402 7.146
O 18.468 -6.783 5.922
H 17.152 -6.588 4.278
H 16.446 -7.272 5.591
H 15.784 -4.820 5.159
H 17.440 -4.503 5.620
H 15.576 -4.759 7.369
H 18.925 -7.409 5.356
C 19.241 -11.318 6.709
C 18.601 -9.928 6.755
O 17.864 -9.646 7.854
O 18.245 -12.275 7.006
H 20.094 -11.332 7.387
H 19.621 -11.360 5.689
H 18.058 -9.696 5.839
H 19.419 -9.221 6.612
H 17.172 -10.309 7.906
H 18.809 -13.040 7.139
C 16.899 -7.065 12.192
C 15.761 -7.771 11.382
O 16.213 -8.548 10.293
O 17.743 -6.396 11.269
H 17.654 -7.662 12.703
H 16.464 -6.378 12.918
H 15.135 -7.016 10.905
H 15.223 -8.276 12.184
H 15.624 -9.272 10.069
H 17.445 -5.494 11.131
*
```